A cluster of 12 separate species, C48H60F36O24 in total in a non-equilibrium geometry. Source: OMol25; level of theory: ωB97M-V with the def2-TZVPD basis set.

Calculated values
highest occupied orbital energy = -11.127 eV
E_LUMO = 0.001 hartree
calculated total energy = -7265.8521 hartree
orbital gap = 0.4102 Eh
SMILES = CCOC(=O)C(F)(F)F.CCOC(=O)C(F)(F)F.CCOC(=O)C(F)(F)F.CCOC(=O)C(F)(F)F.CCOC(=O)C(F)(F)F.CCOC(=O)C(F)(F)F.CCOC(=O)C(F)(F)F.CCOC(=O)C(F)(F)F.CCOC(=O)C(F)(F)F.CCOC(=O)C(F)(F)F.CCOC(=O)C(F)(F)F.CCOC(=O)C(F)(F)F

Last column: Löwdin charge in e.
CARTESIAN COORDINATES (ANGSTROEM)
H: 6.84334 -6.59620 7.74429  0.123
F: 5.75737 -25.28502 -3.12874  0.128
C: 1.31827 -12.69117 -1.35913  -0.296
H: -10.27985 -10.41026 -5.49946  0.121
H: 2.37660 -15.14242 8.29527  0.088
F: -1.26389 -6.87409 4.54401  0.151
O: 3.01031 -5.16045 -2.47321  0.092
O: 1.65143 -14.94248 10.74446  0.015
C: 1.27847 -16.20236 11.03005  -0.331
C: -0.58644 -12.43426 -2.74075  -0.252
O: 3.32801 -24.16375 3.63724  0.168
C: 1.62382 -26.08644 1.56030  -0.066
H: -3.99722 -6.95967 8.38582  0.118
F: -13.04753 -7.91025 -8.65391  0.186
F: -3.69110 -17.48362 -10.77071  0.129
F: -6.73749 0.76293 -8.08479  0.187
C: 1.44046 -26.11457 3.09275  -0.196
O: -8.08425 -4.72003 -0.20029  0.148
O: 0.39439 -16.92672 10.52205  0.113
O: 4.24464 -23.08503 -3.44445  0.033
C: 1.82191 -22.46722 4.41905  -0.559
C: 5.03149 -6.23303 0.27666  -0.064
F: -10.96739 -7.04266 -8.63713  0.154
H: 8.87342 -11.76225 -2.42253  0.123
F: 5.70087 -25.54980 -5.35869  0.163
H: 1.13644 -14.06177 7.49008  0.080
H: 4.09521 -21.34610 -1.62128  0.081
C: 5.17163 -7.94650 8.06901  -0.058
C: -9.61360 -10.14077 -6.31895  -0.224
H: 3.15614 -20.03017 -2.34370  0.085
C: -8.96586 -4.17025 0.42618  -0.303
C: 1.81182 -13.25956 0.06953  -0.503
H: 4.04600 -6.66553 0.10389  0.079
F: 2.84687 -14.05228 -0.06689  0.182
C: -2.86479 -7.79709 6.08527  -0.342
F: 2.18463 -12.22711 0.83682  0.162
C: -4.38895 -2.23139 -5.67015  -0.248
H: 4.75158 -8.10683 7.07606  0.076
O: -9.47197 -4.53897 1.66433  -0.001
C: -8.74563 -5.52389 2.48616  -0.176
H: 0.71984 -25.93457 0.97050  0.069
H: -7.69851 -5.22116 2.48351  0.114
H: 5.07634 -5.94484 1.32691  0.075
H: 8.53460 -13.69512 -3.73146  0.068
F: -8.82900 -1.90973 -0.43787  0.221
F: 13.37985 -14.15631 -3.21773  0.188
C: -8.66096 -6.97727 2.01946  -0.070
H: 5.76484 -7.03927 0.25952  0.078
H: -9.07861 -10.98743 -8.29388  0.082
C: -9.65010 -2.86758 -0.18671  -0.579
H: -9.03220 -5.24608 3.50046  0.122
O: -5.18632 0.33159 -5.76032  0.162
F: 5.47819 -7.00216 -4.34730  0.151
F: 1.23340 -21.69985 3.47191  0.162
F: 9.46368 -7.69397 11.14046  0.196
F: 4.15458 -26.25559 -4.07509  0.163
C: 0.94444 -14.25148 9.67737  -0.177
H: 5.85089 -8.78492 8.22311  0.076
H: -4.14207 -3.99592 -6.72741  0.082
C: -7.10386 -0.07088 -7.12239  -0.488
H: -8.72920 -12.02053 -6.77004  0.075
O: 1.14761 -24.79986 3.60140  -0.036
C: -4.44893 -4.97345 7.86753  -0.044
O: -5.60624 -1.83797 -6.31738  0.016
F: -10.27936 -3.23333 -1.30942  0.154
F: 8.76605 -6.08942 12.41080  0.160
H: -2.22866 -11.33134 -1.72558  0.077
C: 13.34436 -12.91104 -2.78792  -0.469
F: 4.24711 -5.41802 -5.09105  0.198
H: -3.54537 -1.77793 -6.19058  0.130
H: -10.31242 -11.85660 -7.43464  0.070
H: -2.74170 -20.94561 -7.95663  0.065
F: 7.53483 -7.96333 12.12694  0.167
C: 4.98849 -25.24121 -4.26355  -0.510
C: -1.36108 -11.14586 -2.35883  -0.046
C: 3.34511 -21.92807 -3.39400  -0.202
F: 2.55181 -18.00606 11.76171  0.140
H: 6.25400 -4.63752 -0.58157  0.122
C: -2.58915 -21.68999 -8.73812  -0.059
F: -10.65966 -2.36058 0.53933  0.146
C: -4.31733 -6.49022 7.45565  -0.215
C: 6.07837 -6.76351 8.50254  -0.191
H: 0.68046 -15.61298 8.12714  0.068
H: -3.35907 -4.11114 -5.09992  0.089
O: 2.05296 -11.95268 -2.00942  0.134
H: -4.97469 -4.44643 7.07134  0.071
F: -1.69032 -8.97270 4.36106  0.191
H: 4.49817 -4.30994 -0.64515  0.119
O: -1.69729 -18.70435 -8.05758  0.075
H: -1.66028 -10.65887 -3.28696  0.080
C: -2.24954 -18.58978 -9.22555  -0.233
F: 2.87359 -21.84888 4.95869  0.178
O: 5.32082 -5.62439 -2.02836  -0.035
C: 9.64310 -11.89682 -3.18251  -0.217
H: -5.26861 -7.01877 7.39382  0.124
C: -2.74135 -17.24735 -9.80762  -0.477
C: 9.00616 -12.85365 -4.23905  -0.057
H: -3.59801 -22.00796 -9.00116  0.072
H: -5.01038 -4.77527 8.78056  0.074
C: 2.20012 -23.85202 3.87564  -0.282
F: -12.44632 -6.75285 -7.01062  0.148
C: 12.04259 -12.26134 -3.45416  -0.269
H: -5.14661 -4.05838 -5.27667  0.084
F: 3.00795 -15.98045 12.65632  0.158
F: -3.16452 -7.43179 3.80149  0.168
H: -2.10335 -22.56601 -8.30835  0.081
H: -0.63296 -10.51704 -1.84644  0.076
C: -5.88188 -0.48567 -6.31418  -0.336
H: 9.74923 -13.27301 -4.91734  0.074
C: 5.26561 -5.08221 -0.69741  -0.209
H: -0.83703 -20.87501 -9.44865  0.120
C: 2.05148 -16.82965 12.24575  -0.450
F: 0.99715 -22.65695 5.42279  0.187
H: 0.13978 -12.17459 -3.51099  0.122
F: 13.26711 -12.83343 -1.42107  0.137
O: 10.86924 -12.39784 -2.70105  -0.019
F: -8.04841 0.54654 -6.37177  0.157
O: -2.58815 -8.62478 6.94098  0.148
H: 3.12793 -21.54007 -4.38919  0.119
H: 5.51267 -5.83453 8.57387  0.123
H: -9.56461 -7.52086 1.74374  0.077
C: 4.28230 -6.37998 -4.21121  -0.535
O: 8.30735 -5.52030 9.82602  0.125
C: -11.97905 -7.63231 -7.93462  -0.530
C: 4.12698 -5.65164 -2.82917  -0.215
C: -9.37432 -11.31856 -7.29838  -0.053
C: -2.23131 -7.81033 4.66858  -0.554
H: -8.66590 -9.77608 -5.92276  0.121
H: 2.03531 -25.16846 1.14066  0.068
H: 2.41827 -26.31583 3.53032  0.105
O: -12.38510 -9.76886 -6.75899  0.107
C: 4.15043 -23.94076 -4.46979  -0.377
H: -1.77319 -21.40662 -10.83100  0.125
C: -1.84709 -20.92677 -9.85509  -0.199
O: 3.42148 -23.86828 -5.41923  0.165
F: 14.47032 -12.23435 -3.23342  0.124
H: -8.23589 -7.71296 2.70222  0.075
H: -1.35292 -13.06187 -3.19541  0.126
H: -4.38385 -1.95608 -4.61551  0.129
F: 3.23678 -7.25089 -4.34588  0.147
H: 0.83760 -26.92099 3.51031  0.123
F: -1.69519 -16.60415 -10.42476  0.138
F: -3.28997 -16.45293 -8.87309  0.164
C: -11.57253 -8.90485 -7.21177  -0.224
C: 7.75117 -6.53160 10.26831  -0.323
O: 11.99643 -11.74647 -4.57204  0.124
O: 6.62726 -7.11563 9.79217  0.012
O: -2.40429 -19.63937 -10.12693  -0.003
H: 9.84852 -10.95519 -3.69168  0.115
H: 1.47957 -13.30256 9.64157  0.119
H: 4.28983 -7.98790 8.70839  0.073
F: 1.12957 -17.07297 13.27260  0.113
C: 3.89493 -20.80556 -2.54638  -0.062
C: -4.19358 -3.71184 -5.67634  -0.070
H: -7.93585 -7.02917 1.20729  0.070
H: 4.78655 -20.36727 -2.99474  0.083
O: -3.64365 -6.71988 6.24094  0.036
H: -3.45391 -4.60909 8.12305  0.075
H: -0.13238 -14.24683 9.84630  0.133
H: 8.17828 -12.32136 -4.70744  0.077
F: 0.86311 -14.02261 0.72830  0.116
F: -7.66473 -1.24027 -7.64365  0.109
H: 2.37311 -22.26143 -3.03040  0.129
O: 0.05132 -13.03546 -1.69179  0.023
H: 2.28313 -26.82532 1.10482  0.079
O: -10.16173 -9.05402 -7.03259  -0.033
C: 8.39089 -7.09347 11.57935  -0.558
C: 1.35216 -14.77012 8.28995  -0.068

Cartesian forces, eV/Å:
0.37 -0.06 0.38
-0.02 0.88 -1.43
0.54 1.54 -1.08
0.06 -0.15 -0.01
0.00 0.33 -0.13
0.07 -0.23 0.59
5.12 -2.15 -1.68
-0.77 -1.61 0.18
-2.58 -1.81 -0.71
-1.51 2.17 -2.36
-0.08 0.74 0.43
-0.53 1.02 -0.76
1.48 -0.48 -0.56
0.32 -0.07 -1.26
1.00 0.41 1.09
-0.23 -0.38 -0.09
2.98 0.66 -0.61
-1.36 0.86 1.20
2.74 2.99 1.07
0.14 0.15 -0.17
-0.46 -0.21 0.20
-0.24 -0.07 0.46
-1.54 -0.88 0.62
0.82 0.02 0.61
0.13 0.67 0.68
0.30 0.21 0.25
0.56 0.73 0.44
0.60 -0.20 1.08
-0.07 -1.02 -0.65
-0.08 -0.18 -0.22
0.72 -0.84 0.80
-1.55 -0.42 -0.12
-0.01 -0.03 -0.02
0.73 -0.26 -0.48
0.79 -0.94 2.31
-0.53 -0.34 -0.23
1.57 0.69 0.88
0.59 1.05 -0.37
0.60 0.26 -1.87
1.38 0.51 -0.15
-0.72 -1.19 0.35
0.13 0.34 -0.22
-0.23 0.58 -0.04
0.12 -0.12 0.14
1.58 0.84 -0.27
0.48 -0.25 0.49
-0.22 -0.66 -0.44
0.15 0.12 -0.71
0.60 -0.02 0.33
-2.48 -1.59 0.63
-0.74 -0.71 -0.15
-0.94 -0.61 -0.62
-1.29 -0.06 0.16
0.61 -0.41 0.63
1.35 -1.08 0.44
-0.99 -0.28 -0.25
1.84 0.54 -1.21
-0.52 -0.51 0.22
0.18 -0.58 0.10
-1.47 -1.68 -0.12
0.45 -0.01 -0.57
-0.47 2.90 1.25
0.13 -1.11 -1.06
-0.96 1.29 -0.32
0.59 -0.48 -0.83
-0.78 -1.34 -0.41
0.12 -0.06 -0.03
-0.68 2.15 -0.10
-0.52 0.35 -1.36
-0.12 0.50 0.15
-0.15 0.06 -0.03
0.20 -0.23 0.28
0.72 0.25 0.85
0.57 -0.78 1.01
1.20 -0.47 0.13
-0.96 0.46 -1.34
-0.12 1.28 1.48
-0.12 0.07 0.15
-1.15 0.73 -0.31
0.38 -0.08 1.05
-1.92 0.55 2.75
-0.86 0.27 -1.39
0.33 -0.34 -0.50
-0.04 0.46 -0.06
-1.62 -1.87 1.64
0.51 0.41 -0.01
-0.42 -0.15 -0.02
-0.01 -0.11 0.09
-2.87 0.88 -6.02
-0.09 0.04 0.11
2.88 -3.23 4.22
0.08 -0.02 -1.04
-2.78 -0.46 -3.05
-0.71 -0.17 -2.72
-0.50 0.55 -0.54
-0.56 0.28 -1.32
0.12 0.04 1.17
-0.01 -0.01 -0.38
-0.29 -0.78 0.00
-0.04 -3.98 -2.21
0.95 -0.09 -0.15
-2.88 1.53 -1.96
0.16 -0.80 0.08
-0.41 -1.35 0.32
-0.42 -0.67 -0.65
0.47 0.25 -0.33
-0.31 0.38 0.10
2.42 -0.86 1.47
-0.20 0.43 -0.26
0.13 -0.46 0.15
0.22 0.70 -0.32
-1.30 0.35 -0.84
-1.32 0.06 0.59
0.01 -0.03 -0.06
0.49 -0.39 -1.89
3.01 -0.80 0.88
0.89 -0.64 -0.53
-0.67 1.43 -1.75
0.33 -0.45 -0.32
0.10 0.03 0.32
-0.37 0.68 -0.31
0.40 -0.33 1.98
-1.55 -2.61 0.31
-0.15 1.14 0.73
-2.16 1.64 4.15
-1.06 0.13 1.18
0.12 1.27 0.13
-0.11 0.10 -0.02
0.92 0.50 1.10
0.29 -0.35 -0.23
3.19 4.16 -2.21
-0.61 0.36 0.31
-0.36 -0.04 0.16
0.70 -1.22 1.25
0.46 0.13 0.35
-1.81 -1.22 0.97
0.20 0.72 0.92
0.50 -0.80 0.31
-0.18 0.75 -0.15
1.54 0.90 -0.28
-0.86 0.76 -0.18
-1.22 -0.66 0.98
0.75 -0.64 -0.74
0.96 -5.73 3.36
0.20 3.75 -1.04
1.05 -1.41 2.90
1.26 -0.23 0.71
-0.05 2.78 1.43
-0.10 0.17 0.20
-0.90 0.50 1.02
0.27 -0.28 0.37
2.11 0.24 -1.61
0.29 -1.33 0.42
-1.71 -0.27 -1.06
-0.41 0.15 -0.36
0.01 -0.08 0.24
1.06 -0.15 -0.56
0.03 0.31 -0.64
0.26 0.20 0.12
0.29 0.01 -0.45
0.76 1.44 -0.82
0.43 2.11 0.27
0.16 -0.27 0.27
1.77 -1.30 2.89
-0.41 -0.51 0.45
-3.43 2.39 -1.32
-1.76 0.95 -1.49
-1.50 -1.53 0.55